Record 1
The following is a quantum chemistry calculation of C53H50N6OP2SSc as an isolated structure, from OMol25.

Computed properties:
Energy relative to the best compared isomer or geometry (same formula, charge and spin) ... 37.3 kJ/mol
Spin multiplicity ... 1
Total charge ... +3
HOMO-LUMO gap ... 7.0 eV
LUMO level ... -8.1 eV
Maximum force ... 1.28 eV/Å

XYZ file:
```
114
Properties=species:S:1:pos:R:3:forces:R:3:mulliken_charge:R:1
Sc -0.021224 -1.215894 -0.250334 0.7 -1.0 0.2 0.142
C 1.912888 -3.850891 0.498101 0.0 -0.1 -0.2 -1.517
N 1.440806 -2.633474 1.186070 -0.4 0.2 -0.2 1.215
C 0.677282 -2.976187 2.395805 -0.2 0.0 0.1 -1.740
C -0.291225 -1.898661 2.818119 0.1 -0.1 0.0 -0.005
C -0.785914 -1.895615 4.113729 0.0 0.0 0.0 -1.217
C -1.760283 -0.979448 4.473690 0.1 0.1 -0.1 -1.095
C -2.188992 -0.063225 3.523474 0.1 0.0 0.1 -0.848
C -1.631083 -0.110610 2.264351 0.0 0.1 -0.1 -0.588
N -0.709592 -1.017991 1.896681 0.0 0.2 0.1 3.037
C 2.631677 -1.834644 1.520758 0.1 0.2 0.0 -1.956
C 3.174547 -1.235972 0.251680 0.0 -0.1 0.1 0.937
C 4.532858 -1.066437 0.053608 0.0 0.0 0.0 -0.796
C 4.985290 -0.570581 -1.158655 -0.1 0.0 0.0 -1.098
C 4.053093 -0.259145 -2.139039 0.1 0.0 0.0 -1.101
C 2.714907 -0.449396 -1.864010 -0.1 0.0 -0.1 -0.808
N 2.266843 -0.925409 -0.692379 -0.3 -0.1 0.0 1.907
C 0.993033 -4.331801 -0.586989 0.0 0.0 0.1 0.284
C 1.026498 -5.666272 -0.965957 0.0 -0.1 0.0 -1.055
C 0.225297 -6.101913 -2.007702 0.0 0.1 0.0 -0.694
C -0.596116 -5.172406 -2.629451 0.0 -0.1 0.0 -1.247
C -0.572280 -3.865100 -2.190312 -0.1 0.0 -0.1 -0.903
N 0.207717 -3.426475 -1.188850 0.0 0.3 0.0 1.069
H 2.106079 -4.653582 1.214354 0.0 0.0 0.0 0.592
H 2.867325 -3.628211 0.015670 0.0 0.0 0.1 0.519
H 1.341587 -3.216766 3.232050 0.0 0.0 0.0 0.708
H 0.087689 -3.871600 2.188540 0.0 0.0 0.0 0.675
H -0.415643 -2.623085 4.824706 0.0 0.0 0.0 0.648
H -2.160857 -0.968110 5.478755 0.0 0.0 0.0 0.563
H -2.926046 0.691965 3.757280 0.0 0.0 0.0 0.645
H -1.941795 0.602933 1.508669 0.1 0.0 0.0 -0.046
H 3.399433 -2.449705 2.001112 0.0 0.0 0.0 0.548
H 2.356910 -1.046611 2.221190 -0.1 0.0 0.0 0.228
H 5.229302 -1.325270 0.840539 0.0 0.0 0.0 0.603
H 6.044829 -0.447038 -1.338231 0.0 0.0 0.0 0.486
H 4.362788 0.118993 -3.103480 0.0 0.0 0.0 0.600
H 1.962053 -0.233606 -2.613579 0.0 0.1 0.0 0.567
H 1.681439 -6.356266 -0.449611 0.0 0.0 0.0 0.573
H 0.236079 -7.136767 -2.322186 0.0 0.0 0.0 0.479
H -1.245303 -5.451536 -3.447331 0.0 0.0 0.0 0.564
H -1.220604 -3.141073 -2.659936 0.0 0.0 0.1 0.909
N 1.254600 2.154519 0.053957 -0.3 -0.2 0.1 -0.378
P 1.550891 1.382590 1.553353 0.3 0.8 0.1 0.103
C 0.995242 2.609964 2.799205 0.0 -0.3 0.0 1.283
C 1.144944 3.980666 2.597819 0.0 0.0 0.0 -0.792
C 0.770318 4.873703 3.587326 0.0 0.1 -0.1 -0.735
C 0.267764 4.408311 4.796374 0.0 0.0 0.0 -0.751
C 0.163137 3.045295 5.022795 0.0 0.0 0.1 -0.783
C 0.528362 2.150914 4.025755 0.0 0.0 -0.1 -0.339
C 3.346432 1.665734 1.768133 -0.1 -0.2 -0.2 0.891
C 4.161415 2.191613 0.772624 -0.1 0.0 0.0 -0.356
C 5.512757 2.398472 1.017636 0.0 0.0 0.0 -0.749
C 6.058656 2.062159 2.246982 0.0 0.0 0.0 -0.671
C 5.251966 1.521015 3.241109 0.0 0.0 0.0 -0.846
C 3.902026 1.323488 3.002866 0.0 0.0 -0.1 -0.767
P -0.056247 1.586588 -0.860887 0.4 0.9 0.5 0.332
C 0.282744 2.508960 -2.405825 0.0 -0.4 -0.1 0.837
C -0.747145 3.105950 -3.131950 0.0 0.0 0.1 -0.715
C -0.456689 3.864389 -4.255710 -0.1 0.0 -0.1 -0.684
C 0.857065 4.026026 -4.671734 0.0 0.0 0.0 -0.836
C 1.885389 3.416886 -3.965965 0.0 0.0 0.0 -1.124
C 1.602125 2.658697 -2.840388 -0.1 0.0 0.0 -0.111
C -1.577382 2.429280 -0.298223 0.1 -0.3 -0.1 0.472
C -1.532530 3.712285 0.238901 0.0 0.0 0.0 -0.470
C -2.703958 4.340037 0.632117 0.0 0.1 0.0 -0.899
C -3.927944 3.703344 0.469055 0.0 0.0 0.0 -0.961
C -3.981799 2.430626 -0.081666 -0.1 0.0 0.0 -0.646
C -2.808691 1.790059 -0.454066 0.1 0.0 0.0 -0.113
H 1.513424 3.130557 -0.043885 0.0 0.0 -0.1 0.701
H 1.590491 4.362290 1.685343 0.0 0.0 0.0 0.489
H 0.888700 5.936939 3.422841 0.0 0.0 0.0 0.485
H -0.017490 5.108979 5.569597 0.0 0.0 0.0 0.446
H -0.189621 2.679534 5.978926 0.0 0.0 0.0 0.484
H 0.481106 1.084956 4.210070 -0.1 -0.1 0.0 0.437
H 3.744499 2.449578 -0.194158 0.0 0.0 0.0 0.291
H 6.140412 2.829315 0.247742 0.0 0.0 0.0 0.525
H 7.110519 2.230083 2.436168 0.0 0.0 0.0 0.443
H 5.672958 1.268841 4.205534 0.0 0.0 0.0 0.494
H 3.265905 0.929574 3.790167 0.0 0.0 0.0 0.408
H -1.775546 3.004481 -2.805766 0.0 0.1 0.0 0.545
H -1.257582 4.348138 -4.799380 0.0 0.0 0.0 0.492
H 1.081020 4.634484 -5.537554 0.0 0.0 0.0 0.441
H 2.911364 3.542684 -4.286563 0.0 0.0 0.0 0.508
H 2.412005 2.205423 -2.284392 0.0 0.0 0.0 0.380
H -0.588532 4.229094 0.346979 0.0 0.0 0.0 0.438
H -2.662041 5.333217 1.059671 0.0 0.0 0.0 0.508
H -4.840694 4.202891 0.765058 0.0 0.0 0.0 0.449
H -4.937386 1.942633 -0.225627 0.0 0.0 0.0 0.547
H -2.852096 0.789484 -0.877176 0.0 0.0 0.0 0.047
C -1.054596 -0.190438 -4.250589 0.2 -0.1 0.0 -1.782
C -1.770080 -0.717792 -3.052869 0.1 0.2 -0.3 1.017
O -1.107647 -0.919493 -2.004451 -0.2 -0.3 0.1 1.496
C -3.191537 -0.995677 -3.129535 -0.2 -0.1 0.2 0.470
C -3.825831 -1.647798 -2.060136 0.1 0.1 -0.1 0.523
C -5.170978 -1.940532 -2.114295 0.0 0.0 0.1 -0.969
C -5.910100 -1.585697 -3.240154 0.1 0.0 0.0 -0.624
C -5.296322 -0.937593 -4.305955 -0.1 0.0 -0.1 -1.000
C -3.947969 -0.645048 -4.258260 0.2 0.1 0.0 -0.713
H 0.002805 -0.056842 -4.037023 0.0 0.0 0.0 -0.018
H -1.476216 0.768578 -4.555121 0.0 0.0 0.0 0.477
H -1.176541 -0.879709 -5.088387 0.0 0.0 0.0 0.580
H -3.231110 -1.939642 -1.209684 0.0 0.0 0.0 0.187
H -5.649942 -2.449323 -1.287881 0.0 0.0 0.0 0.546
H -6.965284 -1.819992 -3.288712 0.0 0.0 0.0 0.457
H -5.875420 -0.662235 -5.176686 0.0 0.0 0.0 0.473
H -3.486311 -0.138334 -5.095253 0.0 0.0 0.0 0.491
S -3.286792 -5.020499 1.665096 0.1 0.2 -0.1 -0.127
C -4.006577 -3.480157 1.837114 0.0 -0.1 0.0 -0.444
C -3.253646 -2.544528 1.209148 -0.1 0.0 0.1 -1.099
N -2.107140 -3.014343 0.603432 0.0 0.2 -0.1 0.999
C -2.022911 -4.309354 0.769067 -0.2 -0.2 0.0 -0.528
H -4.938025 -3.356416 2.366266 0.0 0.1 0.0 0.505
H -3.502947 -1.495130 1.152054 0.0 0.0 0.0 0.542
H -1.234988 -4.923855 0.358711 0.0 0.0 0.0 0.001
```
Positions in Å, forces in eV/Å.


Record 2
The following is a quantum chemistry calculation of C53H51BCrN7OP2S2Sb as an isolated structure, from OMol25.

Computed properties:
Energy relative to the best compared isomer or geometry (same formula, charge and spin) ... 0.0 kJ/mol
Spin multiplicity ... 4
Total charge ... -1
HOMO-LUMO gap (spin up / spin down) ... 6.8 / 7.0 eV
Expectation value of S² ... 3.818
LUMO level (spin up / spin down) ... 2.0 / 2.0 eV
Maximum force ... 0.47 eV/Å

XYZ file:
```
119
Properties=species:S:1:pos:R:3:forces:R:3:lowdin_spin:R:1
Cr -0.058752 -0.083942 -0.044140 -0.2 0.4 0.1 2.979
S 0.176106 0.169485 2.402843 0.1 0.0 -0.2 -0.042
P 0.350239 2.054768 1.651515 0.3 0.1 0.1 0.006
C -0.165469 1.989023 0.040118 -0.2 -0.3 0.1 -0.034
P -1.454119 2.925852 -0.586685 0.1 0.2 -0.1 0.000
S -3.379623 2.483927 -0.320543 0.1 0.0 0.0 0.007
C -1.183844 4.683489 -0.088660 -0.2 0.0 0.0 -0.006
C -2.267199 5.493585 0.234209 0.0 0.0 0.1 -0.001
C -2.077260 6.832007 0.552737 0.0 0.0 0.0 0.000
C -0.803221 7.379565 0.542482 0.0 0.0 0.0 0.000
C 0.283078 6.579510 0.216224 0.0 0.0 0.0 0.000
C 0.090837 5.242942 -0.095576 0.0 0.0 0.0 0.000
C -1.147774 3.125721 -2.398079 0.1 -0.1 0.1 0.002
C 0.163200 3.198025 -2.865012 0.0 -0.1 0.0 0.001
C 0.426865 3.510127 -4.189810 0.0 0.0 -0.1 0.000
C -0.623213 3.744662 -5.070859 0.1 0.0 0.0 0.000
C -1.932056 3.646577 -4.620086 -0.1 0.0 0.0 0.000
C -2.192618 3.337087 -3.289778 0.0 0.1 0.0 0.000
C -0.493586 3.228608 2.749406 -0.1 0.0 0.0 0.004
C 0.103938 4.390093 3.226575 0.0 0.0 -0.1 0.000
C -0.627516 5.280683 4.000100 0.0 0.0 0.0 0.000
C -1.955083 5.012991 4.300686 0.0 0.0 0.0 -0.001
C -2.554202 3.851704 3.830304 0.0 0.0 0.0 0.000
C -1.826835 2.961660 3.058228 0.0 0.0 0.0 0.000
C 2.119561 2.470846 1.795654 0.0 0.1 0.0 0.001
C 2.773395 2.346525 3.018991 -0.1 0.1 0.1 0.000
C 4.123737 2.634228 3.122521 0.0 0.0 0.0 0.000
C 4.839763 3.026237 1.997856 0.0 0.0 0.0 0.000
C 4.202662 3.120989 0.771426 0.0 0.0 0.0 0.000
C 2.845516 2.844598 0.673451 0.0 -0.1 0.0 0.001
H -3.255962 5.052971 0.254493 0.0 0.0 0.0 0.000
H -2.930111 7.446054 0.815707 0.0 0.0 0.0 0.000
H -0.655787 8.423039 0.793069 0.0 0.0 0.0 0.000
H 1.285141 6.991135 0.214085 0.0 0.0 0.0 0.000
H 0.943052 4.624452 -0.335759 0.1 -0.1 0.0 0.000
H 0.976797 2.986132 -2.181176 0.0 0.0 0.0 0.001
H 1.452292 3.561577 -4.534186 0.0 0.0 0.0 0.000
H -0.419044 3.999794 -6.103944 0.0 0.0 0.0 0.000
H -2.755257 3.829982 -5.301095 0.0 0.0 0.0 0.000
H -3.208096 3.283991 -2.912398 0.0 0.0 0.0 0.000
H 1.135029 4.610518 2.980668 0.0 0.0 0.0 0.000
H -0.160258 6.188559 4.360664 0.0 0.0 0.0 0.000
H -2.525906 5.713263 4.898320 0.0 0.0 0.0 0.000
H -3.591811 3.640796 4.054707 0.0 0.0 0.0 0.000
H -2.297914 2.062791 2.678306 0.0 0.0 0.0 0.000
H 2.222595 2.004255 3.888094 0.0 0.0 0.0 -0.001
H 4.625772 2.525901 4.075848 0.0 0.0 0.0 0.000
H 5.902771 3.217899 2.072090 0.0 0.0 0.0 0.000
H 4.767291 3.368458 -0.117920 0.0 0.0 0.0 0.000
H 2.352553 2.832224 -0.290833 -0.1 0.1 0.0 0.001
N -4.329239 -3.143991 3.086536 0.1 0.0 0.1 0.003
C -4.032139 -2.164042 2.543967 0.0 -0.2 -0.1 0.002
N -3.788129 -1.011129 1.963764 -0.2 0.4 0.2 0.014
C -2.837755 -0.780082 1.162685 0.2 -0.3 -0.2 0.020
N -2.009609 -0.512316 0.376727 -0.1 0.0 0.1 -0.001
C 2.080148 -2.931287 -2.487202 0.0 0.1 0.0 0.000
C 2.054533 -4.235460 -1.746057 0.0 -0.1 0.0 0.000
C 2.785960 -5.312592 -2.251490 0.0 0.0 0.0 0.000
C 2.809852 -6.537235 -1.609177 0.0 0.0 0.0 0.000
C 2.086209 -6.716958 -0.438833 0.0 0.0 0.0 0.000
C 1.354995 -5.658936 0.074192 0.0 0.0 0.0 -0.001
C 1.337414 -4.417242 -0.561124 0.1 0.0 0.1 -0.003
Sb 0.153231 -2.885498 0.359546 0.0 -0.4 -0.1 -0.004
C -1.687081 -3.902446 -0.079755 -0.1 0.2 0.0 -0.002
C -2.162452 -3.414726 -1.302458 -0.1 0.0 0.0 0.000
C -3.346107 -3.862172 -1.860407 0.0 0.0 0.0 0.000
C -4.096610 -4.806750 -1.175869 0.0 0.0 0.0 0.000
C -3.630750 -5.305887 0.025562 0.0 0.0 0.0 0.000
C -2.422335 -4.886115 0.587553 0.1 -0.1 0.0 0.000
C -1.986579 -5.554819 1.862627 0.0 0.0 0.0 0.000
C 0.625115 -3.182027 2.405488 0.0 0.0 0.1 -0.001
C -0.402151 -3.052475 3.338018 -0.1 0.0 0.0 -0.001
C -0.142216 -3.075064 4.698322 0.0 0.0 0.0 0.000
C 1.167002 -3.216156 5.132445 0.0 0.0 0.0 -0.001
C 2.196091 -3.302904 4.208671 0.0 0.0 0.0 0.000
C 1.954066 -3.269605 2.835956 0.0 0.0 0.1 0.000
C 3.125405 -3.289066 1.889989 0.0 0.0 0.0 0.000
H 2.202625 -3.095429 -3.559078 0.0 0.0 0.0 0.000
H 2.905237 -2.299268 -2.154634 0.0 0.0 0.0 0.000
H 1.165087 -2.363816 -2.332208 -0.1 0.0 0.0 0.000
H 3.346856 -5.176937 -3.169258 0.0 0.0 0.0 0.000
H 3.389156 -7.353345 -2.023226 0.0 0.0 0.0 0.000
H 2.091397 -7.672487 0.070443 0.0 0.0 0.0 0.000
H 0.798068 -5.801796 0.992630 0.0 0.0 0.0 0.000
H -1.597177 -2.650909 -1.829677 0.0 0.0 0.0 0.000
H -3.685832 -3.464853 -2.809219 0.0 0.0 0.0 0.000
H -5.040494 -5.154717 -1.576822 0.0 0.0 0.0 0.000
H -4.213624 -6.048138 0.558681 0.0 0.0 0.0 0.000
H -2.212387 -6.621566 1.811981 0.0 0.0 0.0 0.000
H -2.523158 -5.146284 2.720490 0.0 0.1 0.0 0.000
H -0.920415 -5.446880 2.043013 0.0 0.1 0.1 0.000
H -1.427421 -2.920748 3.007885 0.0 -0.1 0.0 0.000
H -0.955203 -2.968271 5.404471 0.0 0.0 0.0 0.000
H 1.391498 -3.232921 6.191904 0.0 0.0 0.0 0.000
H 3.221853 -3.370030 4.552781 0.0 0.0 0.0 0.000
H 4.032935 -2.973760 2.403277 0.0 0.0 0.0 0.000
H 2.992602 -2.599978 1.053793 0.0 0.0 0.0 0.000
H 3.293734 -4.283210 1.470566 0.0 0.0 0.0 0.000
C -2.600502 -0.118936 -5.105341 0.0 0.1 -0.1 0.000
N -1.494698 -0.187795 -4.185395 0.1 0.0 0.0 0.003
C -0.104542 -0.048826 -4.534312 -0.1 0.1 0.0 0.000
C 0.548630 0.058263 -3.161964 0.0 -0.1 0.1 0.004
O 1.718284 0.275976 -3.007164 0.0 0.0 0.0 0.004
N -0.434761 -0.133491 -2.178938 0.1 0.0 -0.2 0.004
C -1.607099 -0.180382 -2.843278 -0.2 0.1 0.1 0.003
N -2.797562 -0.220156 -2.270350 0.1 -0.1 -0.1 0.001
H -2.212128 0.125097 -6.091808 0.0 0.0 0.0 0.000
H -3.297540 0.676506 -4.829080 0.0 0.0 0.0 0.000
H -3.139920 -1.067620 -5.169814 0.0 0.0 0.0 0.000
H 0.087490 0.862052 -5.102041 0.0 0.0 0.0 0.000
H 0.292097 -0.914281 -5.070327 0.0 0.0 0.0 0.000
H -2.848588 -0.058721 -1.265376 0.0 0.0 0.0 0.001
H -3.617997 -0.053786 -2.823970 0.0 0.0 0.0 0.000
B 4.667944 -0.327850 -0.400325 -0.1 -0.1 0.0 0.006
C 3.094857 -0.226457 -0.276676 0.1 0.0 0.0 0.032
N 1.945942 -0.156761 -0.192178 0.1 -0.1 -0.1 -0.005
H 5.116591 -0.280388 0.726906 0.0 0.0 0.0 0.002
H 5.039480 0.603034 -1.083317 0.0 0.0 0.0 0.001
H 4.912095 -1.398482 -0.927585 0.0 0.0 0.0 0.002
```
Positions in Å, forces in eV/Å.


- Among the records above, which one has the highest energy relative to the best compared isomer or geometry (same formula, charge and spin)?
  C53H50N6OP2SSc


- Look up the energy relative to the best compared isomer or geometry (same formula, charge and spin) of the first one.
  37.3 kJ/mol


- Number 2 is which compound?
  C53H51BCrN7OP2S2Sb